A molecular structure, C14H26AsN5OReS4Si. Source: OMol25; level of theory: ωB97M-V with the def2-TZVPD basis set.

## Properties
- Energy above the lowest of the compared OMol25 structures with the same formula, charge and spin: 12.7 kcal/mol
- F_max: 0.67 eV Å⁻¹
- Net charge: +3
- E: -5093.56255 a.u.
- LUMO: -11.43 eV

Each line ends with the Löwdin charge.
Positions of all 53 atoms, in Å:
Re -0.46 -0.20 0.74  1.03
C 2.90 -2.50 0.45  0.01
C 2.86 -1.03 0.19  -0.27
C 4.04 -0.33 -0.09  0.03
C 4.03 1.03 -0.25  0.03
C 2.83 1.75 -0.13  0.04
C 1.71 1.00 0.12  -0.39
N 1.71 -0.35 0.24  -0.03
N 0.36 1.40 0.35  -0.20
Si -0.25 3.23 0.43  0.54
C -1.95 3.27 -0.32  -0.17
C -0.14 3.59 2.25  -0.14
C 0.87 4.24 -0.64  -0.16
H 3.37 -3.02 -0.38  0.11
H 1.92 -2.91 0.64  0.04
H 3.52 -2.68 1.33  0.12
H 4.97 -0.88 -0.16  0.14
H 4.95 1.57 -0.46  0.14
H 2.81 2.82 -0.22  0.10
H -2.66 2.50 -0.01  -0.02
H -1.89 3.27 -1.41  0.05
H -2.39 4.23 -0.02  0.07
H -0.65 2.85 2.87  -0.01
H -0.61 4.56 2.45  0.06
H 0.89 3.66 2.59  0.06
H 1.09 3.78 -1.61  0.06
H 1.80 4.57 -0.17  0.05
H 0.31 5.16 -0.86  0.07
S -2.92 -0.73 5.18  0.29
As -1.80 0.09 3.57  -0.09
S 0.18 -0.55 2.94  0.26
S -2.52 0.28 1.47  0.36
S -2.33 1.39 5.18  0.28
C -0.96 -5.61 1.17  -0.04
C -0.57 -4.82 -0.09  -0.16
C -0.54 -3.39 0.16  -0.07
N -0.51 -2.27 0.38  0.05
H -0.92 -6.67 0.92  0.10
H -1.98 -5.37 1.48  0.09
H -0.27 -5.43 1.99  0.09
H -1.26 -4.98 -0.92  0.15
H 0.43 -5.09 -0.45  0.14
C -3.49 0.02 -2.93  -0.01
N -2.07 -0.07 -3.25  0.07
C -1.12 -0.21 -2.35  -0.53
N 0.18 -0.24 -2.71  0.23
O -1.46 -0.30 -1.11  -0.25
H -4.05 -0.20 -3.84  0.11
H -3.75 1.02 -2.59  0.10
H -3.75 -0.72 -2.18  0.09
H -1.80 0.03 -4.22  0.17
H 0.45 -0.24 -3.68  0.14
H 0.88 -0.51 -2.04  0.09